# 1
A molecular structure, C31H75ClGaO16P4 at a distorted geometry, computed with ωB97M-V with the def2-TZVPD basis set.

The geometry in XYZ format:
```
128
C31H75ClGaO16P4, DFT ωB97M-V with the def2-TZVPD basis set
Ga 3.901 -2.863 -3.819
Cl 4.305 -4.121 -5.711
P -3.880 3.553 2.231
P 3.715 -0.540 -4.333
P -8.179 -2.390 6.323
P 8.422 4.794 -4.902
O -7.732 -2.735 4.770
O 4.563 -0.095 -5.747
O 2.221 -0.318 -4.622
O 8.131 3.543 -3.778
O -8.200 -4.076 6.597
O -0.319 -0.369 -1.511
O 8.875 5.749 -6.005
O -2.265 3.105 2.556
O -4.340 2.310 3.237
O 8.886 5.736 -3.611
O -9.822 -2.552 6.118
O 6.807 5.143 -4.897
O -5.260 4.187 2.067
O -8.176 -0.869 6.168
O -3.805 2.710 0.813
O 4.116 0.410 -2.968
C -2.042 -1.629 -2.761
C 10.440 3.191 -2.987
C -6.353 -2.647 4.422
C 9.187 2.584 -3.596
C -1.076 -3.823 -1.597
C -6.715 1.804 3.327
C -9.543 -4.108 8.664
C -11.003 -0.618 5.242
C -3.505 3.418 -0.386
C 0.228 -0.783 -0.251
C -0.778 -5.275 -2.162
C -1.736 -0.656 -1.552
C 6.418 -1.812 -2.403
C -1.594 3.837 3.594
C -10.699 -1.479 6.455
C -2.206 3.613 4.967
C 1.312 -4.524 -3.642
C -2.296 -3.132 -2.353
C 5.989 4.587 -5.923
C 9.908 6.717 -3.767
C -5.540 -3.778 5.027
C 5.058 -3.542 -1.066
C -5.520 2.422 4.030
C 0.724 -5.533 -2.568
C 6.286 -4.020 -0.154
C -2.051 3.853 -0.430
C 5.526 -3.127 -2.537
C 5.790 3.093 -5.740
C -8.249 -4.500 7.969
C 9.316 8.081 -4.075
C 2.141 -3.363 -2.898
H -8.154 -5.587 7.968
H 10.463 6.766 -2.826
H -11.662 -1.155 4.554
H -6.790 2.112 2.284
H -0.210 -1.751 0.126
H 4.527 -2.703 -0.535
H 10.096 8.777 -4.392
H -5.954 -1.674 4.726
H -1.491 -5.531 -2.991
H -7.388 -4.089 8.502
H 10.623 6.412 -4.534
H 1.457 -2.455 -2.907
H 1.424 -5.621 -1.683
H -5.711 3.465 4.293
H 10.199 3.767 -2.093
H -10.284 -0.883 7.271
H 8.551 8.034 -4.850
H 5.443 2.865 -4.731
H -2.997 -1.257 -3.241
H 0.530 -4.088 -4.321
H 9.416 2.116 -4.557
H 6.176 -3.950 -2.967
H -3.704 2.739 -1.218
H 4.338 1.317 -3.240
H -0.556 3.498 3.601
H -7.643 2.069 3.838
H -1.242 -1.512 -3.544
H 5.928 -1.158 -1.622
H 8.800 1.809 -2.932
H -1.597 4.901 3.342
H -5.499 -3.692 6.117
H -5.988 -4.745 4.796
H 8.832 8.491 -3.185
H -2.256 0.328 -1.720
H -6.297 -2.703 3.333
H -1.803 4.283 -1.402
H -3.167 -3.136 -1.626
H 2.069 -5.097 -4.257
H -11.502 0.307 5.541
H -6.627 0.714 3.322
H 6.385 -5.142 -0.172
H 0.066 0.000 0.557
H -4.516 -3.763 4.649
H -9.601 -3.025 8.808
H -4.173 4.278 -0.490
H 4.313 -4.394 -1.108
H 10.931 3.869 -3.691
H -0.202 -3.123 -1.622
H -1.373 -3.928 -0.509
H 1.343 -0.875 -0.369
H 5.516 -0.060 -5.557
H 6.128 -3.716 0.927
H -1.010 -6.003 -1.322
H -10.105 -0.365 4.678
H 0.747 -6.563 -3.051
H -2.135 -1.076 -0.586
H -9.608 -4.577 9.648
H 7.246 -3.536 -0.479
H 6.423 4.804 -6.904
H -2.549 -3.700 -3.286
H 5.066 2.704 -6.458
H 6.733 2.557 -5.886
H -11.626 -1.919 6.832
H -5.337 1.893 4.969
H -2.322 2.548 5.174
H 2.266 -3.638 -1.816
H 7.455 -2.028 -2.007
H 11.156 2.410 -2.723
H -1.845 4.608 0.336
H -10.409 -4.405 8.072
H 5.023 5.092 -5.867
H -1.580 4.058 5.744
H -1.387 3.009 -0.238
H -3.197 4.070 5.036
H 6.444 -1.210 -3.356
```

Output
* LUMO energy: -0.661 eV
* HOMO-LUMO gap: 4.445 eV
* DFT total energy: -168178.9403 eV
* multiplicity: 1
* total charge: -1

Atomic partial charges in e from the Löwdin method, atoms 1 to 5: Ga 0.1678; Cl 0.0076; P 0.6833; P 0.5319; P 0.6986



# 2
4 unconnected molecules or ions with the total composition C31H75N13O4P3 at a distorted geometry, computed with ωB97M-V with the def2-TZVPD basis set.

The geometry in XYZ format:
```
126
C31H75N13O4P3, DFT ωB97M-V with the def2-TZVPD basis set
P -1.197 -6.622 -5.118
P 6.599 0.908 -0.311
P -1.182 -1.369 0.033
O 7.096 0.168 -1.550
O -1.096 -5.146 -4.737
O -0.027 4.221 -0.278
O -2.131 -2.555 0.207
N -2.472 -6.948 -3.991
N 7.274 2.427 -0.799
N -0.832 -1.632 -1.607
N 6.150 1.672 1.215
N 4.938 0.777 -0.660
N -3.354 5.783 7.502
N -1.154 -8.350 -5.471
N 0.022 -2.025 1.094
N -1.769 -6.377 -6.702
N -5.372 5.748 8.753
N -0.205 0.097 -0.060
N -2.392 4.105 3.284
N -3.997 7.806 8.672
C 8.713 2.358 -1.055
C -3.842 -6.544 -4.253
C -2.787 7.391 0.649
C 3.976 1.827 -0.878
C -0.496 -2.334 2.426
C -1.302 4.081 2.256
C 0.672 0.569 1.007
C 0.909 -3.096 0.671
C -1.511 -9.394 -4.514
C 0.443 -1.904 -2.227
C -1.616 5.287 1.279
C -4.177 4.643 6.943
C -0.813 1.220 -0.785
C -0.935 5.266 -0.005
C -2.358 2.883 4.113
C -2.129 7.400 -0.648
C -5.070 4.376 8.198
C -3.012 -6.810 -7.291
C -2.539 6.353 1.643
C 6.881 2.780 1.827
C -0.069 -8.787 -6.360
C 4.370 -0.542 -0.882
C -3.206 3.467 6.540
C 6.649 3.243 -1.825
C -1.211 6.313 -0.969
C -2.125 -6.591 -2.615
C -3.558 2.821 5.137
C -0.995 -5.542 -7.604
C -4.251 6.522 8.352
C -1.931 -1.706 -2.557
C 5.594 0.771 2.234
H 1.263 -1.362 -1.748
H 5.137 -1.318 -0.887
H -2.422 1.941 3.493
H 7.286 4.089 -2.097
H -1.895 -2.631 -3.141
H -1.091 -6.875 -2.394
H -2.760 -7.132 -1.908
H 1.083 1.558 0.780
H -4.493 3.295 4.742
H -4.287 -7.163 -5.033
H 3.666 -0.795 -0.077
H -3.811 -6.084 -7.102
H -6.232 6.025 8.248
H -3.279 8.034 9.360
H -3.243 4.017 2.710
H -3.499 8.197 0.943
H 0.321 -2.381 3.153
H -2.901 -1.673 -2.059
H -1.291 -10.389 -4.913
H -2.328 8.227 -1.370
H -0.494 -9.229 -7.266
H 6.754 3.697 1.252
H -2.227 -5.515 -2.427
H -1.897 -0.853 -3.246
H 0.453 -1.584 -3.274
H 7.946 2.560 1.924
H -1.041 -3.285 2.448
H -1.397 2.916 4.697
H 1.538 -0.084 1.119
H 3.843 -0.598 -1.840
H -1.808 0.970 -1.158
H -5.962 3.724 8.047
H -0.969 -9.285 -3.572
H 0.147 0.639 1.964
H -0.926 2.109 -0.164
H -1.459 3.155 1.638
H 4.573 1.080 2.477
H -4.475 -6.707 -3.377
H 1.646 -2.730 -0.044
H 0.587 -9.524 -5.891
H -0.192 1.478 -1.647
H -3.777 1.737 5.317
H -0.727 6.299 -1.970
H -2.146 3.820 6.513
H 1.501 -3.472 1.510
H -3.319 2.675 7.333
H -2.584 5.400 8.076
H 0.667 -2.976 -2.212
H 4.159 2.699 -0.245
H -2.921 -6.920 -8.377
H 3.969 2.144 -1.926
H 8.939 1.935 -2.040
H -0.147 -5.078 -7.099
H 9.161 3.353 -0.989
H -1.603 -4.736 -8.029
H 6.182 0.764 3.155
H 6.432 2.672 -2.737
H 0.362 -3.940 0.232
H -0.287 4.154 2.711
H -4.703 5.054 6.044
H -3.327 -7.788 -6.923
H 5.552 -0.260 1.881
H -0.587 -6.145 -8.426
H 0.564 -7.953 -6.665
H 2.961 1.496 -0.631
H 9.208 1.738 -0.301
H 6.494 3.006 2.825
H 0.836 4.574 0.012
H 5.730 3.699 -1.454
H -2.582 -9.392 -4.314
H -4.569 8.547 8.269
H -3.046 6.398 2.626
H -3.918 -5.486 -4.537
H -4.333 4.004 8.965
H -1.177 -1.547 2.765
```

Output
* LUMO energy: -5.299 eV
* HOMO-LUMO gap: 3.394 eV
* DFT total energy: -88775.1825 eV
* multiplicity: 1
* total charge: +1

Atomic partial charges in e from the Löwdin method, atoms 1 to 5: P 0.7250; P 0.7275; P 0.7205; O -0.3019; O -0.3206



# 3
9 unconnected molecules or ions with the total composition C31H75N5O13 at a distorted geometry, computed with ωB97M-V with the def2-TZVPD basis set.

The geometry in XYZ format:
```
124
C31H75N5O13, DFT ωB97M-V with the def2-TZVPD basis set
O -0.669 0.326 4.907
O 3.872 -1.859 4.603
O -3.463 -3.762 3.218
O -2.514 2.875 -0.915
O -1.850 -3.021 -0.854
O 0.780 1.938 -5.638
O 5.173 4.089 -0.202
O -4.818 -1.453 2.402
O 1.983 0.087 1.172
O -2.396 2.636 -5.647
O 2.982 -6.920 1.672
O -5.107 2.255 -1.406
O 3.579 2.893 -2.036
N 0.085 0.244 0.003
N -2.260 -2.753 -3.075
N 4.213 -0.973 2.579
N 3.456 -4.720 2.024
N 1.420 1.122 5.240
C -2.371 -3.416 -1.887
C 4.544 -4.596 1.143
C 6.091 -1.999 3.830
C 1.561 -5.714 3.177
C -2.743 -4.092 2.028
C 3.851 4.502 -0.254
C 4.839 -0.783 1.245
C 1.840 0.063 6.141
C -2.979 3.912 -5.745
C 0.220 -1.317 1.899
C -3.481 -1.341 2.818
C 2.726 2.090 -2.789
C -3.113 -2.505 3.734
C -4.188 2.145 -2.440
C 0.057 2.164 3.520
C 2.734 -5.865 2.230
C -3.395 -4.526 -1.901
C -1.536 3.879 -0.624
C -5.165 -0.466 1.477
C 0.211 1.112 4.615
C -2.989 3.046 -2.216
C 5.495 3.377 0.959
C 0.134 0.979 -4.858
C 0.831 -0.314 0.965
C -1.440 2.448 -6.665
C -0.033 2.889 -6.272
C 4.650 -1.597 3.673
C -1.340 0.072 -0.236
C -1.383 -1.653 -3.346
C -6.437 2.469 -1.843
C 2.901 3.556 -1.002
H 4.655 0.260 1.015
H -2.804 -5.169 1.912
H 0.776 1.960 2.728
H -3.657 -2.368 4.670
H 0.869 0.490 -4.219
H 1.984 2.630 -3.392
H -3.298 -3.634 1.205
H -1.646 -0.940 0.001
H -0.375 0.199 -5.439
H -2.812 -3.074 -3.849
H 2.068 1.879 5.129
H 1.547 -0.919 5.773
H 0.572 0.986 -0.476
H -0.162 3.767 -5.614
H -0.668 3.800 -1.282
H 3.255 -0.640 2.553
H 0.847 -6.482 2.870
H -0.948 2.124 3.108
H 5.579 4.054 1.822
H -5.011 -0.827 0.453
H -6.508 3.407 -2.401
H 3.151 -3.910 2.539
H 5.434 -4.227 1.669
H 6.499 -2.554 2.989
H -3.835 1.099 -2.514
H 0.508 3.239 -7.152
H 2.923 0.022 6.213
H -2.216 4.675 -5.980
H 3.400 4.651 0.741
H 3.330 1.492 -3.475
H -4.596 2.326 -3.444
H 6.432 2.856 0.785
H -1.733 -3.683 2.052
H -0.855 -1.427 1.774
H -6.212 -0.173 1.597
H -3.651 4.039 -6.611
H 4.232 -1.469 0.657
H -2.797 -1.294 1.955
H 1.838 -5.938 4.204
H -1.981 4.879 -0.737
H -4.616 0.477 1.608
H -6.796 1.630 -2.451
H -1.556 0.324 -1.267
H -2.244 2.899 -3.009
H -1.391 1.386 -6.936
H 6.102 -2.659 4.696
H -1.937 -0.792 -3.713
H -0.658 1.376 -4.204
H -7.064 2.510 -0.956
H -0.594 -1.952 -4.050
H 1.033 -4.768 3.066
H 4.465 -3.904 0.294
H 1.399 0.162 7.138
H -0.763 -1.349 -2.506
H -3.052 -5.328 -1.247
H -3.494 4.217 -4.840
H -3.366 4.077 -2.359
H -3.305 -0.394 3.355
H 4.731 2.632 1.230
H 5.884 -1.073 1.258
H 6.695 -1.147 4.147
H 3.787 5.508 -0.685
H -1.318 3.813 0.441
H -2.037 -2.429 3.955
H -3.465 -4.951 -2.906
H -1.727 2.929 -7.606
H 0.343 -0.983 2.930
H -4.384 -4.232 -1.562
H 0.680 -2.299 1.787
H 2.073 4.149 -1.417
H -1.926 0.737 0.404
H 2.204 1.333 -2.180
H 4.872 -5.516 0.665
H 0.250 3.148 3.952
H 2.486 2.837 -0.282
```

Output
* LUMO energy: 0.272 eV
* energy relative to the best compared isomer or geometry (same formula, charge and spin): 11.6 kcal per mole
* HOMO-LUMO gap: 9.367 eV
* DFT total energy: -67427.7256 eV
* multiplicity: 1
* total charge: 0

Atomic partial charges in e from the Löwdin method, atoms 1 to 5: O 0.0370; O -0.0118; O -0.1747; O -0.1883; O 0.0298